Here is C8H11B3InO3 as an isolated structure in a non-equilibrium geometry from the OMol25 dataset. Energies are from the ωB97M-V functional and the def2-TZVPD basis.

```
! RIJCOSX wB97M-V def2-TZVPD def2/J DEFGRID3
* xyz 3 1
C 1.242 1.704 -0.254
H -0.435 2.326 -1.589
In 3.765 2.429 -0.148
H 0.853 2.220 0.640
O 2.411 -0.630 -0.818
H 1.908 -2.815 -0.924
C -2.941 0.338 0.955
B 2.109 0.357 0.074
B 2.111 -1.020 1.855
O 2.605 0.228 1.367
C 0.012 1.364 -1.238
O 2.483 -2.149 1.133
H -3.872 -1.717 0.933
H -0.620 -1.220 -1.879
C -1.069 0.587 -0.606
H 0.364 0.817 -2.128
B 2.262 -1.934 -0.215
H -3.647 0.696 1.714
H 1.393 -1.036 2.791
H -1.878 2.141 0.780
C -1.271 -0.839 -1.082
C -2.220 -1.632 -0.557
C -3.088 -1.082 0.482
C -1.972 1.105 0.432
H -2.396 -2.662 -0.883
H 1.892 2.426 -0.835
*
```

Computed properties:
Energy   -800.7554 Eh
HOMO-LUMO gap   4.6 eV
HOMO   -21.2420 eV